Record 1
Computed, not measured: C20H30AlClO2 as an isolated structure, with ωB97M-V with the def2-TZVPD basis set.

## Properties
relative energy (zero: lowest compared OMol25 entry of this formula, charge and spin)	0.000	eV
HOMO energy	-7.28	eV
E_tot	-44438.647	eV
E_LUMO	0.40	eV

```
54
Properties=species:S:1:pos:R:3:forces:R:3:mulliken_charge:R:1
Cl 0.916947 -4.163912 -1.624615 1.875 -0.814 -0.360 -0.2157
Al -0.943471 -2.349493 0.123717 1.209 -0.284 0.032 -0.5367
O 0.917665 2.923950 -1.126771 1.422 1.557 -0.694 -0.3109
O 0.150151 -0.649370 -0.471629 0.397 0.306 0.268 -0.0703
C 0.637241 -2.824226 1.463475 -0.320 0.088 1.053 0.4653
C -0.718627 -3.647462 -1.382146 -1.261 0.594 -0.117 -0.7292
C 2.200981 3.126549 -1.838644 0.081 -0.828 -0.303 -0.5301
C -2.658929 -1.536411 0.982765 -1.199 -0.401 0.005 -0.0392
C -0.457608 -2.491224 3.482178 0.566 -0.078 -0.464 -0.6681
C -0.251906 -3.961699 1.713521 0.348 0.084 1.371 -0.8003
C 0.950668 4.713543 0.535122 -0.141 0.035 0.147 -1.7081
C 2.256227 4.625152 -1.645543 -0.532 -0.603 0.178 -0.8178
C 1.314904 -0.851920 -1.414939 -0.485 -0.559 0.944 -0.6368
C -3.894545 -3.482581 0.646909 -0.130 0.777 -0.062 -0.6360
C 0.900498 4.366084 -0.935347 -0.321 1.564 0.270 1.5048
C 0.472314 0.544328 0.444980 -0.435 -0.548 -0.891 -0.4326
C -3.363370 -2.629647 1.628192 0.238 0.620 -0.436 -0.8212
C -0.257562 5.052525 -1.635353 -0.089 -0.010 0.103 -1.6890
C -3.656391 -2.917646 -0.629028 0.660 1.361 0.448 -0.7563
C -2.884358 -1.706209 -0.465581 -1.843 -0.531 0.162 -0.4247
C 2.198118 0.323742 -1.092531 -0.462 0.837 -0.912 -0.3119
C 0.496963 -1.936333 2.615208 -0.289 -0.991 -0.150 -1.1250
C -0.892975 -3.735099 2.955673 0.590 -0.026 -0.743 -0.6883
C 1.982920 0.601652 0.397247 -0.086 -0.587 -0.248 -0.4952
H -1.209334 4.816362 -1.143840 0.115 -0.041 -0.227 0.3720
H -1.055500 -3.221613 -2.334085 -0.057 -0.044 0.126 0.5100
H 2.240450 5.183139 -2.585270 -0.098 0.134 0.375 0.3265
H 3.056817 4.945423 -0.969825 -0.214 0.078 -0.302 0.3028
H 1.811058 -1.803560 -1.179988 -0.507 0.177 -0.041 0.3420
H 1.546463 -2.894359 0.857394 -0.460 0.057 0.075 0.9379
H 1.115927 5.792590 0.647287 -0.053 -0.198 0.037 0.4244
H -4.055614 -3.275823 -1.576672 0.353 -0.048 0.239 0.4469
H -0.234488 -4.905350 1.161622 -0.137 0.494 0.080 0.5869
H 0.040114 1.427070 -0.054332 0.178 -0.633 0.358 0.3322
H -3.539170 -2.695158 2.708637 0.469 -0.205 -0.600 0.5155
H -1.286543 -4.573023 -1.237967 -0.190 0.349 0.150 0.4032
H 1.136238 -1.078744 2.832777 -0.400 -0.151 -0.213 0.4999
H 0.000685 4.453401 1.019874 0.248 -0.010 0.022 0.3764
H -2.829440 -0.879775 -1.184536 0.280 -0.541 0.209 0.5715
H -0.105583 6.138061 -1.576872 -0.057 -0.190 0.004 0.3913
H -2.420778 -0.574778 1.446361 -0.022 -0.410 -0.119 0.7009
H 3.032984 2.607682 -1.356862 -0.216 -0.086 -0.155 0.2455
H 1.695226 1.114318 -1.663134 0.585 -0.309 0.390 0.0197
H -4.484858 -4.380203 0.833729 0.307 0.261 -0.034 0.4384
H 0.897261 -0.877810 -2.442062 0.320 0.064 0.664 0.2340
H 3.238543 0.269440 -1.432975 -0.248 -0.357 0.147 0.4040
H 0.032350 0.413326 1.435580 0.001 -0.512 -0.292 0.3689
H 2.373583 1.559711 0.752498 -0.080 -0.110 -0.198 0.3176
H 2.431312 -0.216521 0.984716 -0.169 0.306 -0.011 0.4629
H -0.289713 4.776773 -2.694259 -0.107 -0.044 0.173 0.3834
H 1.779487 4.183019 1.019166 -0.205 0.080 -0.003 0.3460
H -0.797304 -2.054450 4.417198 0.080 -0.056 -0.183 0.4299
H -1.581733 -4.419064 3.452313 0.071 0.285 -0.325 0.4752
H 2.045702 2.775624 -2.863329 0.423 0.098 0.053 0.3072
```
Positions in Å, forces in eV/Å.


Record 2
Computed, not measured: C20H30AsBr2GaNOS2Si2 as an isolated structure, with ωB97M-V with the def2-TZVPD basis set.

## Properties
total charge	-1
HOMO energy	-4.52	eV
E_tot	-315496.540	eV
E_LUMO	2.44	eV

```
60
Properties=species:S:1:pos:R:3:forces:R:3:mulliken_charge:R:1
Br 0.807967 -1.655659 3.452705 -0.284 -0.079 0.122 -0.1777
Br 6.271640 -1.680500 1.963683 -1.050 0.214 -0.176 -0.2916
As -2.356059 0.741150 -1.105709 -0.084 0.169 0.446 -0.0502
Ga -0.586548 -0.896738 -0.493138 0.148 1.611 -0.075 0.5636
S -1.540346 -2.682211 0.366644 0.740 -1.459 -0.004 -0.3552
S 0.756892 -1.940378 -1.985184 -0.314 0.489 -0.085 -0.3651
Si -3.693933 0.501545 0.881739 0.631 -0.265 0.347 0.4980
Si -1.617696 2.937956 -0.616133 -0.063 0.312 0.460 0.5740
O 0.551689 0.034049 0.816861 -0.820 -0.104 0.063 -0.2198
N 2.423328 0.654390 -0.971111 -0.472 -0.479 1.072 0.0358
C -4.704444 2.016237 1.286610 1.477 1.261 -0.579 -0.9293
C 3.435766 -1.446286 2.454067 0.444 -0.904 0.701 -0.1633
C 4.641655 0.524378 -1.754212 -0.177 0.097 -0.623 -0.7866
C 4.413279 -1.136748 1.582352 1.345 0.435 -0.990 -0.2993
C -0.228645 3.449562 -1.802406 0.771 -0.898 0.697 -0.8068
C 0.675020 -3.474046 -1.132011 1.440 0.513 -0.573 0.3543
C 2.844619 1.328307 -3.270758 -1.750 0.122 0.140 -1.4451
C -1.027573 3.391978 1.143908 -0.223 -0.787 0.496 -1.1666
C 1.885177 -4.307165 -1.477054 -0.217 -0.678 0.057 -1.4489
C 2.103930 -1.098795 2.222118 0.089 0.849 -0.637 0.0983
C 5.042665 -0.160211 -0.675662 0.373 -0.239 0.906 -0.8987
C 1.757670 -0.312932 1.117281 0.602 -0.378 -0.184 -0.1948
C 2.843068 0.047444 0.202069 -1.469 0.032 -0.629 -0.0151
C -0.108149 -5.106972 0.537282 -0.456 -0.538 0.090 -1.4113
C 3.274782 0.828488 -1.919909 0.465 0.652 -0.393 0.7648
C -3.083702 4.184039 -0.714647 0.319 -0.586 -0.570 -1.3221
C -0.164194 -3.775950 -0.162456 -1.413 -0.461 0.618 0.4699
C -2.695829 0.037415 2.457929 -2.364 -0.797 -0.076 -0.6540
C -4.927698 -0.843572 0.453425 -0.354 -0.485 0.779 -1.1236
C 4.144893 -0.404243 0.385683 0.046 -0.439 0.459 0.8881
H 3.007923 0.576893 -4.035676 0.277 -0.177 -0.101 0.3745
H -1.705193 2.980509 1.924523 0.353 -0.012 -0.494 0.2427
H 2.766418 -3.955039 -0.957697 0.291 0.574 0.078 0.2477
H -5.811542 -1.109195 1.072742 0.661 0.589 0.251 0.3632
H -3.475871 -0.547636 3.051812 0.740 0.922 -0.278 0.2757
H -5.361168 -0.497971 -0.469637 0.031 -0.301 -0.809 0.3105
H -1.986082 -0.734575 2.242182 0.886 -0.067 -0.113 -0.0751
H 2.100227 -4.258192 -2.560180 -0.159 -0.361 0.501 0.3461
H 3.316736 2.249779 -3.568368 0.504 0.316 -0.044 0.4384
H 1.771465 -5.321913 -1.069885 0.092 0.142 -0.874 0.3253
H -0.004821 3.102773 1.431086 -0.321 -0.006 -0.284 0.2979
H -1.062373 -5.635494 0.458417 -0.302 0.320 0.192 0.3005
H -4.367857 -1.774808 0.370260 -0.054 -0.115 -0.620 0.2236
H -3.729514 4.138192 0.149576 -0.322 -0.294 -0.090 0.4632
H -1.141266 4.463557 1.254181 0.188 0.461 -0.098 0.4734
H -0.031752 4.533447 -1.698363 0.161 -0.551 -0.150 0.3295
H -2.649958 5.155555 -0.612011 0.605 0.890 -0.197 0.3912
H -5.114786 1.832004 2.260204 -0.542 0.023 0.542 0.4298
H 6.022068 -0.572856 -0.587154 0.715 0.100 0.026 0.3508
H 0.094592 -4.957593 1.600265 0.117 -0.191 -0.007 0.2312
H 0.575384 -5.853711 0.097921 0.019 0.697 0.382 0.3933
H 5.300094 0.835566 -2.538699 0.489 -0.263 -0.353 0.4601
H -5.470575 2.244262 0.529822 0.234 0.012 0.374 0.2807
H -3.964615 2.879504 1.369099 -1.271 -1.069 0.112 -0.0424
H 0.670766 2.805761 -1.528523 -0.843 1.042 0.031 -0.0467
H -3.662052 4.182869 -1.643975 -0.034 -0.158 0.186 0.2819
H -0.394008 3.163188 -2.834329 -0.385 0.271 -0.314 0.3167
H 1.751662 1.534195 -3.296132 0.647 -0.205 0.255 0.1625
H -2.306950 0.859214 3.049443 0.184 -0.015 -0.034 0.3569
H 3.723811 -2.072847 3.295103 -0.344 0.246 0.071 0.3752
```
Positions in Å, forces in eV/Å.


| no. | frontier orbital gap (eV) |
| --- | --- |
| 1 | 7.68 |
| 2 | 6.95 |